Computed, not measured: a cluster of 14 separate species, C56H98O21 in total, with ωB97M-V with the def2-TZVPD basis set.

The total energy is -3772.1787 Ha. The largest force on an atom is 3.8 eV Å⁻¹. Its spin multiplicity is 2. Its charge is +1.

Each line ends with the Mulliken charge.
Element x y z (Å)
H: -3.3628 -1.9160 -2.7029  0.013
O: -2.8892 -2.8788 -0.9234  0.176
H: -2.3875 -2.7926 1.4488  -1.036
O: -3.2679 3.2252 3.3969  -0.332
O: 3.6816 0.8972 -1.1875  -0.471
H: -2.4220 -0.2743 -0.3673  -0.122
C: 0.8567 4.4167 -3.3004  -0.567
H: 0.3980 -4.7635 -0.5021  0.107
H: 0.1797 6.0162 2.2185  0.556
C: 2.1640 5.0553 -3.8157  -0.677
H: -3.8815 -1.0813 1.6422  -0.920
H: 0.1174 1.2651 -7.3462  0.282
H: 1.3502 -4.3403 -2.4940  -0.346
C: 0.6072 4.3783 0.9546  -0.345
C: 0.0298 -0.5958 1.1505  1.478
C: -4.0050 2.1999 -3.3088  0.228
O: 3.7081 -4.4618 4.0483  -0.364
H: 6.6162 1.4474 1.4105  0.341
C: 2.6869 -3.9285 3.2494  0.413
C: -0.6646 0.1408 -5.0450  1.878
H: 3.7425 -2.5852 2.1137  -0.586
H: 0.0533 4.5266 -4.0289  0.243
H: -7.2891 0.7105 3.3333  0.320
H: -1.3643 2.3800 3.2221  -0.593
H: -5.8877 4.5390 -3.7484  0.353
H: -4.5124 3.6634 -1.8472  0.305
C: 1.4952 0.6734 4.6549  -0.083
H: 4.5225 -1.7211 -2.8704  0.194
O: -0.6026 -3.4589 3.7249  -0.335
C: 4.4465 0.6236 -0.3072  0.172
H: -0.1197 -1.5781 1.5987  -1.233
H: 2.7062 5.7006 1.8885  0.258
C: -3.9246 3.7825 4.4582  0.310
C: 0.3720 -0.7190 -0.3073  2.318
C: -5.7459 2.5551 -4.7252  -0.506
H: 1.9200 2.4969 -5.3342  0.059
H: -2.2978 1.4405 -5.4980  0.116
H: 2.8100 5.4133 -3.0141  0.255
H: 1.1769 1.1488 6.7455  0.373
H: -3.5794 -2.2661 3.5070  -0.319
C: 3.6646 -2.4173 -5.6169  -0.720
C: -5.3650 -0.3744 3.1521  -0.567
H: -4.3861 1.0447 0.8046  0.111
C: 3.2014 -3.1788 -0.6747  1.233
C: -2.8640 -3.0868 3.5586  -0.221
H: -3.6180 -5.6854 -2.4571  0.440
H: 2.7309 -0.0390 -4.6732  0.169
H: 4.7680 -1.4759 4.2298  0.009
C: -0.9657 -4.0647 2.5771  0.169
C: -3.7229 -4.6185 -2.2597  -0.928
O: 2.9014 4.0672 -4.5319  -0.498
C: 1.4860 -4.8197 -0.4650  -0.388
O: 0.5193 0.0217 4.2593  -0.400
H: -2.9590 -4.4540 1.9303  0.502
H: -1.3958 -1.5169 3.9699  -0.161
H: 5.6755 -1.3499 1.3794  -0.050
C: -5.2158 0.3379 0.8230  -0.395
C: 3.9161 -2.1507 4.3139  0.018
H: 2.2258 -0.6803 -3.1138  0.153
H: 1.6165 -1.8352 -5.5266  0.109
C: -1.2270 1.3805 -5.6927  0.172
C: 4.3573 -1.1315 -3.7721  -0.330
H: 2.0597 -5.9864 -2.1804  0.561
C: 3.1398 -2.5146 3.0192  1.858
C: -2.3780 -3.5746 2.2080  1.304
H: -1.2380 2.9843 5.4837  0.141
C: 3.4250 -4.2800 -1.7051  -0.811
C: 1.5804 1.6334 5.8565  -0.241
H: -4.5251 -0.0784 3.7806  0.059
C: -4.9351 -0.8331 1.7705  1.232
H: 3.7249 -1.8004 -6.5135  0.403
O: -2.8878 1.7546 -3.0114  -0.323
H: -4.2019 2.3570 5.9713  0.252
C: -3.5615 -4.1666 -0.8125  -0.503
H: -5.4669 2.0813 -1.7554  0.059
H: -2.5755 1.2168 3.5739  -0.920
H: 0.9207 2.4797 5.6649  0.066
H: -2.7344 -3.6726 -4.0783  0.409
C: 2.1666 4.9935 2.5185  -0.621
H: 3.1086 -2.1858 -1.1144  -0.939
H: -2.9948 -4.8678 -0.1999  0.366
C: 2.0447 -4.9334 -1.8989  -0.153
C: 4.4912 1.2068 1.1387  1.090
O: -4.7136 4.7291 4.3431  -0.652
H: -3.2147 3.8011 6.4580  0.341
H: 3.6118 1.3043 6.7017  0.285
O: -1.1796 0.1843 1.2113  0.330
H: 4.1076 -3.2309 -0.0711  -0.153
C: -1.6516 0.4650 -0.1479  -0.955
C: 2.3194 2.7889 -4.3629  0.354
O: -6.3818 0.8183 1.4268  -0.568
H: 3.2249 2.9765 6.2094  0.416
H: -6.4968 1.7652 -4.7388  0.303
C: 5.8406 0.7041 1.5955  -0.613
H: 4.9149 -0.1985 -3.6911  0.382
H: 1.7691 2.6789 -2.3090  -1.104
H: -1.6605 -2.0596 -2.2599  -0.617
H: 0.0592 4.5082 2.9781  -0.293
C: -5.9438 3.4866 -3.4703  -0.736
C: -0.3531 0.3998 -0.9779  1.978
H: 2.2740 -1.8654 2.8891  -1.063
C: -3.4226 3.0627 5.6837  -0.417
H: 3.0638 2.0284 -4.1271  -0.204
C: -6.3000 0.7681 2.8791  -0.278
H: 2.0494 -2.8940 -4.2006  -0.208
H: 2.4652 5.2277 3.5403  0.408
H: -5.9039 3.2208 -5.5737  0.330
O: 5.2859 -0.4617 -0.3450  -0.348
H: 3.3129 -1.8299 5.1632  0.243
H: 1.8409 -5.6042 0.2033  0.277
H: -1.5819 -4.2667 -2.8908  -0.014
O: 4.8187 -1.9577 -4.8313  -0.150
O: -1.2760 -0.3034 -7.2655  -0.408
O: -4.4343 2.0718 -4.5569  -0.357
C: 1.6265 3.2474 1.0492  0.589
O: -0.2766 -4.9821 2.1150  -0.664
H: 0.4486 4.8741 -2.3990  0.289
H: -3.2732 -3.9120 4.1416  0.406
H: 7.1928 -0.7251 0.6564  0.373
H: -1.2052 -0.1927 -4.1593  -0.944
C: 3.6413 1.5615 4.5582  -0.099
H: -2.2636 1.3669 -0.1562  0.385
H: 0.1872 1.3454 -0.9318  -0.609
C: -2.1418 2.4197 5.2546  -0.295
H: -5.9111 1.7420 3.1763  0.042
C: 2.8179 -0.8945 -4.0035  0.264
C: -1.5436 -2.5688 4.2143  -0.016
H: -5.5267 -1.6878 1.4425  0.235
H: 0.4259 2.3337 -3.3317  -0.461
H: 4.3726 2.2887 1.0793  0.375
C: -2.5881 -3.8665 -3.0157  -0.269
H: 1.6906 -3.8931 3.6902  0.163
O: 5.5256 -3.7963 5.2161  -0.653
H: -6.9643 3.3095 -3.1308  0.316
H: 4.1418 -5.0267 -1.3636  0.416
H: -4.5457 -3.9926 -0.3776  0.221
H: -0.6774 2.2285 -5.2842  0.032
H: -1.9116 1.5237 5.8311  0.408
H: 3.6782 0.7425 1.6968  -0.773
H: 0.6461 5.0525 0.0989  0.035
O: 2.6940 0.5728 4.0972  0.308
H: 4.6475 1.1585 4.6727  0.323
H: 2.6148 -4.4808 2.3125  -0.392
H: 0.8526 -0.1129 1.6776  -1.359
H: 3.6635 2.4830 3.9763  -0.003
C: -2.3017 2.2545 3.7640  1.884
H: -0.5166 0.1770 -2.0323  -1.102
C: 1.3131 2.9626 -3.2576  2.078
C: 6.1301 -0.5385 0.8111  -0.242
H: 3.7510 -3.4656 -5.9028  0.382
H: -5.3822 0.0423 -0.2128  0.338
C: 4.4951 -3.5249 4.5727  0.229
H: -0.4128 4.0496 0.7555  0.420
H: 1.4531 -0.8091 -0.4132  -1.304
H: 1.9675 5.9838 -4.3519  0.416
C: 3.0883 1.9215 5.9715  -0.966
O: -1.4594 -2.0290 -5.9357  -0.624
C: -1.1437 -0.8564 -6.0889  0.374
H: 2.2098 3.1115 0.1386  0.049
H: -1.5230 -2.7302 5.2921  0.478
O: 2.0155 -3.5781 0.0145  0.021
C: 0.6730 5.0449 2.2547  -0.267
H: 3.7815 -3.9625 -2.6850  0.330
H: -0.1383 -1.6369 -0.5992  -0.128
H: -5.9710 -1.0493 3.7565  0.395
H: 1.1737 2.2797 1.2647  -0.523
H: -4.6467 -4.3950 -2.7934  0.294
C: -2.6195 -2.5776 -2.2581  0.432
C: -0.9492 1.0968 -7.1971  -0.636
H: 5.8549 0.4484 2.6550  0.132
O: 2.4231 3.6452 2.1698  -0.278
H: 0.4137 0.0778 -4.8982  -0.611
C: -5.0054 2.8484 -2.3772  -0.067
H: -1.5152 1.7308 -7.8796  0.407
C: 2.4152 -2.0799 -4.8264  0.309